The following is a DFT calculation (wB97M-V/def2-TZVPD) of a 2-piece molecular cluster, C3H4NO2 overall in a non-equilibrium geometry.

Summary:
Net charge: -1
Gap between HOMO and LUMO (alpha / beta), eV: 7.0 / 6.7
Lowest unoccupied orbital energy (alpha / beta), eV: 4.022 / 3.896
Electronic energy, eV: -8755.0189

```
10
Properties=species:S:1:pos:R:3:forces:R:3:lowdin_charge:R:1
C 2.109376 -0.115999 0.127797 0.7 0.4 0.1 -0.118
C 0.783013 -0.350503 -0.089324 -0.5 -0.8 0.2 -0.390
C -0.181496 0.598062 -0.334400 -1.0 0.4 -0.8 0.069
N -2.481563 0.011735 -0.022206 2.1 -1.8 0.8 -0.362
O -3.298622 0.844382 0.336968 -0.2 -0.6 -0.2 -0.129
O -2.632077 -1.239350 0.149413 -0.5 2.4 -0.3 -0.172
H 2.881677 -0.761696 -0.211489 0.1 -1.3 -0.2 -0.005
H 2.593666 0.815465 0.282756 -0.4 1.3 0.3 0.000
H 0.583307 -1.420439 -0.261966 -0.5 0.6 -0.1 0.092
H -0.357281 1.618343 0.022454 0.1 -0.6 0.3 0.015
```
Positions in Å, forces in eV/Å.